This record from the OMol25 dataset describes a 2-piece molecular cluster, C3H8NS overall at a distorted geometry. The level of theory is ωB97M-V/def2-TZVPD.

The geometry in XYZ format:
```
13
Properties=species:S:1:pos:R:3:forces:R:3
C -2.157 1.541 1.785 1.225 0.461 -0.433
S -0.322 1.434 1.417 -0.563 -0.187 -0.161
H -2.718 0.608 1.648 0.277 0.103 0.475
H -2.081 1.949 2.792 -1.032 -0.328 0.124
H -2.613 2.280 1.119 -0.008 0.036 0.136
C 1.213 -1.359 -2.191 -0.027 -0.001 0.421
C 1.364 -0.481 -1.136 -0.803 0.145 -4.769
N 1.474 -0.840 0.130 0.847 -2.182 2.382
H 1.091 -2.483 -1.970 0.249 1.825 -0.541
H 1.113 -0.977 -3.250 0.251 -0.625 1.426
H 1.371 0.621 -1.428 -0.053 -1.454 0.989
H 1.455 -1.859 0.320 0.129 0.876 -0.677
H 0.811 -0.434 0.764 -0.492 1.330 0.625
```
Forces are in eV/Å.

Its gap between HOMO and LUMO is 0.2448 hartree. The HOMO energy is -2.48 eV. As for the charge: -1. The largest force on an atom is 4.84 eV Å⁻¹. As for the calculated total energy: -15565.727 eV.

***

This record from the OMol25 dataset describes a 2-piece molecular cluster, C5H11O3 overall at a distorted geometry. The level of theory is ωB97M-V/def2-TZVPD.

The geometry in XYZ format:
```
19
Properties=species:S:1:pos:R:3:forces:R:3
C -1.121 -1.228 -0.961 1.305 0.941 -0.399
C 0.092 -2.193 -0.959 -0.724 -0.378 0.418
C -1.761 -1.002 0.413 -0.765 -0.185 -0.435
O -0.626 0.021 -1.491 -0.838 -0.628 0.362
H -1.852 -1.569 -1.696 -0.157 -0.218 0.125
H 0.994 -1.615 -1.109 0.150 0.112 -0.207
H -1.657 0.050 0.669 0.273 -0.084 0.443
H -2.841 -1.177 0.368 0.022 -0.061 -0.040
H -1.378 -1.676 1.178 0.216 0.225 0.116
H -0.600 0.666 -0.745 0.506 0.402 -0.434
H -0.028 -2.942 -1.743 0.262 -0.011 -0.041
H 0.204 -2.716 -0.004 -0.095 -0.076 -0.070
C 1.988 1.907 1.309 -1.772 0.124 -0.994
C 0.996 2.592 0.272 0.472 -0.233 0.984
O -0.130 2.023 0.209 -0.285 0.094 -0.118
O 1.385 3.618 -0.292 0.036 0.170 -0.281
H 1.819 2.410 2.259 0.607 0.258 0.034
H 2.992 1.897 0.899 0.225 0.060 0.424
H 1.525 0.933 1.422 0.559 -0.512 0.113
```
Forces are in eV/Å.

Its gap between HOMO and LUMO is 0.2959 hartree. The HOMO energy is -4.28 eV. As for the charge: -1. The largest force on an atom is 2.03 eV Å⁻¹. As for the calculated total energy: -11507.231 eV.

***

This record from the OMol25 dataset describes C43H77CrN10O as an isolated structure at a distorted geometry. The level of theory is ωB97M-V/def2-TZVPD.

The geometry in XYZ format:
```
132
Properties=species:S:1:pos:R:3:forces:R:3
Cr 1.403 3.459 -0.849 -2.128 -4.469 -2.354
C 1.098 -0.587 0.387 0.932 -0.107 -0.654
C 0.105 0.518 0.078 -0.669 -0.792 -0.016
C -0.987 0.555 1.145 0.550 0.862 0.481
O 0.757 1.725 -0.183 0.806 2.159 0.312
H 1.905 -0.615 -0.350 0.089 0.274 0.041
H 0.668 -1.583 0.288 -0.420 0.166 0.314
H 1.535 -0.455 1.376 -0.056 -0.038 0.005
H -0.413 0.197 -0.840 0.176 0.431 -0.562
H -1.598 -0.341 1.069 0.052 -0.022 0.042
H -1.629 1.433 1.122 0.035 -0.098 -0.253
H -0.467 0.579 2.105 -0.218 -0.193 0.139
C 0.409 -0.358 -3.923 -0.053 -0.555 0.172
C -0.312 0.490 -4.941 -0.671 -0.119 -0.858
C 0.582 1.424 -5.799 -0.817 0.113 1.773
C 1.624 0.693 -6.473 0.272 -0.303 -0.383
N 2.435 0.063 -6.986 0.146 0.058 0.143
H 1.304 -0.847 -4.310 0.001 0.039 -0.055
H -0.258 -1.149 -3.572 0.044 -0.098 -0.075
H 0.670 0.206 -3.028 0.225 0.236 -0.010
H -1.077 1.043 -4.389 0.125 0.493 -0.262
H -0.895 -0.093 -5.658 0.132 -0.430 0.220
H 1.018 2.065 -5.027 0.326 0.518 -0.554
H -0.027 2.002 -6.491 0.176 0.076 -0.040
C 4.503 -1.545 1.362 0.312 -1.007 -0.009
C 4.189 -2.902 0.705 0.320 0.459 -0.431
C 5.144 -4.063 1.050 0.270 0.628 0.158
C 6.530 -3.765 0.642 -0.364 -0.331 0.056
N 7.616 -3.542 0.345 -0.040 0.173 -0.092
H 5.512 -1.226 1.094 0.170 -0.191 0.380
H 4.399 -1.738 2.431 0.182 0.770 0.166
H 3.875 -0.730 1.002 -0.389 -0.183 0.205
H 4.259 -2.725 -0.370 -0.391 -0.394 -0.114
H 3.191 -3.242 0.983 -0.113 0.082 -0.254
H 4.784 -4.977 0.579 0.126 -0.030 -0.072
H 5.170 -4.245 2.126 -0.097 -0.004 0.043
C 1.069 3.434 5.241 0.080 0.327 -0.169
C 1.189 3.131 3.747 -0.438 -0.392 0.084
C 2.418 2.309 3.357 0.694 -0.277 0.173
C 3.691 2.752 3.933 -0.010 0.328 0.085
N 4.692 3.054 4.403 -0.001 0.076 -0.071
H 1.762 4.210 5.565 0.300 -0.277 0.011
H 1.230 2.512 5.800 0.095 0.121 0.180
H 0.089 3.829 5.508 -0.131 -0.176 -0.204
H 1.138 4.026 3.120 0.044 0.183 0.195
H 0.322 2.515 3.484 -0.050 0.041 -0.202
H 2.572 2.274 2.275 -0.168 -0.014 -0.129
H 2.369 1.265 3.680 -0.478 -0.017 0.004
C 1.032 -3.927 3.808 0.080 0.371 0.166
C 0.565 -3.049 2.642 0.140 -0.324 -0.415
C -0.946 -3.225 2.346 0.754 -0.082 -0.371
C -1.132 -4.569 1.787 -0.437 -0.042 0.409
N -1.265 -5.611 1.327 0.070 0.024 -0.069
H 0.951 -3.352 4.731 -0.090 -0.230 0.148
H 2.071 -4.239 3.715 0.029 0.153 -0.124
H 0.456 -4.847 3.900 -0.116 0.070 -0.046
H 1.124 -3.318 1.741 -0.156 -0.229 -0.088
H 0.833 -2.002 2.782 -0.273 0.046 0.388
H -1.303 -2.558 1.557 0.069 0.279 0.140
H -1.546 -3.057 3.240 -0.094 -0.199 -0.008
C -3.451 -0.610 -2.902 0.097 -0.806 0.558
C -3.581 -0.873 -1.389 -0.176 -0.020 -1.145
C -4.376 -2.154 -1.091 0.108 0.546 0.160
C -3.816 -3.348 -1.717 -0.110 -0.193 0.396
N -3.407 -4.327 -2.154 0.206 0.159 -0.147
H -4.439 -0.697 -3.354 0.059 0.587 -0.230
H -2.854 -1.395 -3.373 0.064 -0.017 0.048
H -2.926 0.331 -3.069 -0.376 0.178 -0.250
H -4.152 -0.048 -0.962 0.261 0.042 0.291
H -2.565 -0.915 -0.992 -0.124 -0.039 0.428
H -5.404 -2.025 -1.433 0.013 -0.045 -0.111
H -4.438 -2.263 -0.007 0.039 -0.404 -0.023
C 1.967 -3.349 -2.375 0.430 0.007 -0.626
C 1.024 -4.495 -2.672 0.281 -0.773 -0.642
C 0.660 -5.344 -1.448 -0.614 0.886 0.313
C 1.758 -5.865 -0.627 -0.049 0.006 -0.417
N 2.603 -6.295 0.020 0.067 0.235 0.030
H 2.941 -3.722 -2.054 -0.141 0.047 0.495
H 1.541 -2.628 -1.677 0.129 -0.079 0.262
H 2.207 -2.807 -3.293 -0.232 0.050 -0.076
H 1.452 -5.140 -3.443 0.239 0.036 0.072
H 0.112 -4.127 -3.147 -0.201 -0.009 0.341
H -0.038 -6.150 -1.672 0.123 -0.067 -0.141
H 0.093 -4.653 -0.818 -0.065 -0.283 0.345
C 4.924 -0.384 -2.214 -0.674 1.326 -0.607
C 4.642 -0.053 -3.701 0.537 -0.270 0.562
C 4.236 1.407 -3.978 0.087 0.071 -0.486
C 3.141 1.930 -3.158 0.557 -0.092 -0.358
N 2.274 2.353 -2.530 0.142 1.244 1.481
H 4.067 -0.018 -1.636 -0.199 -0.617 0.254
H 5.738 0.232 -1.830 0.342 -0.305 -0.164
H 5.117 -1.441 -2.063 -0.031 0.043 0.101
H 3.896 -0.712 -4.143 -0.029 -0.052 0.098
H 5.576 -0.208 -4.241 -0.146 -0.003 -0.276
H 3.964 1.535 -5.032 -0.490 -0.245 0.011
H 5.089 2.092 -3.945 -0.040 0.102 0.726
C -4.753 5.591 -3.144 0.748 0.270 0.132
C -3.388 5.272 -2.509 -0.218 0.168 0.297
C -2.800 3.973 -3.073 1.464 -0.164 -0.359
C -1.423 3.672 -2.564 -1.141 0.079 0.002
N -0.371 3.441 -2.161 1.039 0.803 1.148
H -5.457 4.786 -2.949 -0.199 0.172 -0.026
H -4.665 5.792 -4.212 0.054 -0.328 -0.075
H -5.092 6.538 -2.726 -0.308 -0.211 0.213
H -3.489 5.179 -1.425 -0.192 -0.205 -0.007
H -2.696 6.107 -2.623 0.086 -0.086 -0.384
H -2.623 4.040 -4.152 -0.270 0.153 -0.115
H -3.417 3.086 -2.924 -0.046 0.035 0.226
C -3.582 2.712 0.153 -1.735 -0.179 -0.542
C -3.855 3.690 1.280 0.646 1.007 -0.028
C -5.334 3.676 1.687 -0.676 -0.809 -0.312
C -6.254 3.950 0.571 0.518 0.171 -0.292
N -6.916 4.223 -0.327 0.031 -0.105 -0.034
H -4.024 1.744 0.408 0.606 -0.260 0.221
H -2.570 2.609 -0.230 0.090 0.121 0.284
H -4.243 2.985 -0.678 0.292 0.215 -0.208
H -3.585 4.704 0.971 -0.040 0.032 -0.097
H -3.185 3.493 2.119 -0.377 -0.155 0.297
H -5.694 4.353 2.461 0.732 -0.011 0.333
H -5.557 2.649 1.991 -0.172 0.092 0.335
C -0.400 -0.197 4.968 -0.119 -0.034 -0.103
C -1.692 0.637 5.035 0.752 -0.087 0.210
C -2.699 0.044 6.044 -0.106 -0.486 -0.793
C -2.143 -0.202 7.368 0.073 0.376 0.188
N -1.708 -0.393 8.412 0.075 -0.021 -0.049
H -0.665 -1.252 5.053 0.297 -0.061 0.370
H 0.316 0.126 5.722 -0.122 -0.433 0.281
H 0.142 -0.137 4.020 -0.199 0.336 -0.148
H -2.095 0.670 4.022 -0.520 0.105 0.177
H -1.424 1.648 5.346 -0.189 0.122 -0.133
H -3.011 -0.942 5.685 -0.039 -0.003 -0.109
H -3.620 0.622 6.112 0.125 0.199 0.137
```
Forces are in eV/Å.

Its gap between HOMO and LUMO (spin up / spin down) is 0.1754 / 0.1690 hartree. The HOMO energy (spin up / spin down) is -14.74 / -14.74 eV. Its spin multiplicity is 4. As for the charge: +2. The largest force on an atom is 5.48 eV Å⁻¹. As for the calculated total energy: -91187.591 eV.

***

This record from the OMol25 dataset describes a 12-piece molecular cluster, C36H84N12O12 overall at a distorted geometry. The level of theory is ωB97M-V/def2-TZVPD.

The geometry in XYZ format:
```
144
Properties=species:S:1:pos:R:3:forces:R:3
C -30.029 29.455 18.340 -0.656 -0.213 -0.882
C -30.631 28.468 19.329 2.014 1.359 1.239
O -29.936 28.136 20.288 -0.444 -0.563 -0.090
N -31.874 28.082 19.104 -1.178 -0.095 -0.110
C -32.670 27.284 20.030 0.636 0.235 0.186
H -29.620 30.374 18.761 0.267 -0.495 0.474
H -30.747 29.814 17.603 -0.274 -0.189 -0.139
H -29.293 28.874 17.785 0.404 0.309 0.023
H -32.326 28.665 18.414 -0.642 -0.299 -0.262
H -32.286 26.265 20.072 -0.233 -0.109 -0.243
H -33.724 27.325 19.753 0.163 -0.125 -0.208
H -32.560 27.660 21.047 -0.017 0.213 0.049
C -24.623 24.559 16.234 0.220 0.184 0.039
C -25.300 24.156 14.947 0.424 -1.087 -0.751
O -24.758 23.331 14.194 -0.733 0.806 0.232
N -26.507 24.714 14.709 -0.552 0.307 0.990
C -27.462 24.433 13.641 1.028 -0.243 -0.205
H -24.564 23.720 16.926 -0.657 -0.047 0.054
H -25.117 25.427 16.672 0.175 -0.125 0.250
H -23.563 24.748 16.069 -0.081 0.391 -0.376
H -26.831 25.414 15.361 0.234 -0.108 0.203
H -27.612 23.365 13.482 0.226 -0.040 0.086
H -26.997 24.866 12.755 -0.816 -0.025 -0.388
H -28.445 24.838 13.882 0.221 0.229 -0.035
C -30.461 26.518 16.433 -0.297 -0.813 -0.659
C -31.356 25.503 15.717 2.156 -1.497 0.114
O -30.915 24.432 15.298 0.329 0.204 -0.437
N -32.641 25.763 15.728 -3.186 0.480 -0.514
C -33.704 24.808 15.305 0.996 -0.785 0.248
H -29.399 26.365 16.243 -0.148 -0.307 -0.199
H -30.635 26.241 17.473 0.007 0.860 0.262
H -30.723 27.521 16.099 -0.209 0.206 0.715
H -32.936 26.541 16.301 -0.229 0.381 -0.116
H -34.654 25.161 14.904 0.355 1.089 0.321
H -33.937 24.153 16.144 -0.084 -0.027 0.111
H -33.336 24.146 14.521 0.452 0.174 0.098
C -17.881 28.553 10.839 0.094 0.492 0.470
C -19.361 28.405 10.473 1.008 -1.654 -2.231
O -19.658 28.044 9.320 0.400 0.696 1.270
N -20.299 28.564 11.401 0.183 0.340 0.585
C -21.690 28.339 11.131 -1.105 -0.192 0.862
H -17.647 28.734 11.888 -0.464 0.259 0.222
H -17.471 29.393 10.278 -0.037 -0.031 -0.099
H -17.260 27.684 10.618 -0.555 -0.194 -0.496
H -20.055 28.857 12.336 0.096 -0.081 -0.312
H -22.209 29.058 11.765 -0.439 0.171 -0.342
H -22.044 27.366 11.472 0.244 -0.239 -0.017
H -22.009 28.391 10.090 0.610 0.388 0.084
C -30.727 31.094 14.977 -0.033 0.333 0.526
C -30.276 31.421 13.580 2.924 2.189 0.776
O -29.373 32.292 13.375 -1.905 -1.703 0.238
N -30.804 30.714 12.609 -1.187 -1.217 -1.335
C -30.351 30.786 11.227 0.009 0.090 0.218
H -31.221 30.135 15.134 -0.167 -0.105 -0.371
H -31.404 31.869 15.334 -0.055 0.036 -0.037
H -29.869 31.116 15.649 0.117 0.119 -0.154
H -31.504 30.030 12.857 0.015 0.057 -0.070
H -31.003 30.259 10.530 -0.336 -0.077 0.419
H -29.374 30.306 11.166 0.280 0.361 -0.202
H -30.330 31.834 10.930 0.363 -0.084 -0.071
C -24.729 25.090 8.794 -0.079 0.167 0.667
C -24.577 25.098 10.305 -2.615 -2.697 -1.533
O -24.002 25.943 10.876 2.999 4.071 1.973
N -25.230 24.178 11.042 -1.444 -1.394 -0.815
C -26.074 23.078 10.514 0.817 0.282 -0.218
H -25.799 25.127 8.587 0.001 -0.231 -0.269
H -24.271 24.192 8.380 -0.062 0.200 -0.302
H -24.291 26.029 8.456 0.236 -0.348 -0.230
H -25.185 24.355 12.035 0.155 -0.516 0.111
H -26.981 22.887 11.088 0.272 0.242 0.228
H -25.488 22.166 10.403 -0.006 -0.178 0.391
H -26.394 23.291 9.493 -0.040 0.354 0.133
C -17.807 25.812 13.659 0.105 -0.797 0.005
C -19.207 25.133 13.449 2.909 -0.199 -0.652
O -19.305 24.047 12.911 -0.211 -0.061 0.135
N -20.197 25.867 13.898 -1.720 0.945 0.473
C -21.617 25.474 13.801 0.876 0.488 0.312
H -17.270 25.358 14.492 -0.419 -0.116 0.408
H -17.811 26.886 13.843 -0.215 0.023 -0.148
H -17.118 25.568 12.851 -0.442 0.196 -0.433
H -19.944 26.776 14.258 -0.343 -0.285 -0.011
H -21.859 25.128 12.796 -0.008 0.057 0.104
H -22.155 26.390 14.046 -0.375 -0.298 -0.090
H -21.824 24.692 14.531 -0.181 0.003 -0.156
C -31.417 27.043 12.263 0.053 -0.904 0.074
C -32.213 26.853 10.952 0.316 1.174 1.564
O -33.114 27.605 10.654 -0.449 0.632 -0.531
N -31.793 25.838 10.201 0.954 0.485 -0.560
C -32.047 25.669 8.769 -0.591 -1.819 0.746
H -32.041 26.988 13.155 -0.307 0.262 -0.151
H -30.841 27.968 12.299 -0.299 0.174 -0.320
H -30.680 26.252 12.395 0.121 -0.166 -0.069
H -31.176 25.212 10.699 0.318 -0.168 -0.689
H -32.568 26.430 8.188 0.037 0.409 0.941
H -32.681 24.785 8.833 -0.247 -0.172 -1.211
H -31.145 25.398 8.220 0.147 0.105 0.256
C -26.668 26.670 18.966 -0.835 -0.286 -0.258
C -26.050 25.430 19.585 -2.417 -0.981 -0.285
O -26.754 24.461 19.909 1.364 1.059 0.100
N -24.714 25.425 19.585 2.017 0.025 0.393
C -23.841 24.378 20.104 -0.252 -0.264 0.105
H -26.227 26.813 17.980 0.137 0.543 0.097
H -26.720 27.581 19.563 0.743 -0.035 0.092
H -27.727 26.488 18.787 0.042 -0.388 0.014
H -24.235 26.195 19.139 -0.328 -0.012 0.176
H -23.620 23.606 19.366 -0.181 -0.089 -0.144
H -24.275 23.889 20.976 -0.249 0.089 -0.149
H -22.875 24.770 20.425 -0.123 0.381 -0.088
C -24.952 29.477 9.474 -0.330 0.203 -0.533
C -25.973 30.276 10.278 0.774 -2.045 -0.955
O -26.742 29.668 11.002 -0.640 0.253 0.760
N -25.979 31.573 10.038 -0.360 1.194 0.514
C -27.033 32.464 10.509 0.231 0.826 -0.866
H -24.840 29.919 8.484 0.510 0.346 0.056
H -25.373 28.502 9.229 0.132 -0.145 0.615
H -24.000 29.391 9.997 -0.106 -0.083 -0.157
H -25.346 31.967 9.356 -0.077 -0.346 0.189
H -27.781 32.514 9.717 -0.466 -0.134 0.241
H -26.587 33.459 10.505 -0.099 0.101 0.428
H -27.492 32.250 11.474 0.285 -0.342 -0.105
C -28.074 26.775 10.499 0.025 0.651 -0.045
C -28.578 25.449 9.999 -0.010 0.662 2.194
O -29.027 24.640 10.794 -0.345 -0.761 0.252
N -28.507 25.220 8.709 -0.014 -0.456 -2.257
C -28.811 23.934 8.057 0.776 0.747 0.090
H -27.331 27.247 9.857 0.213 -0.152 0.107
H -27.715 26.669 11.523 0.237 -0.204 -0.195
H -28.863 27.522 10.586 -0.382 -0.162 -0.176
H -28.136 25.957 8.127 -0.069 -0.187 0.043
H -27.872 23.385 7.986 -0.076 -0.291 -0.110
H -29.128 24.175 7.042 -0.299 -0.300 0.100
H -29.520 23.321 8.614 -0.077 0.419 -0.043
C -28.361 28.269 14.220 0.729 -0.166 -0.094
C -26.933 28.088 14.639 -0.918 0.989 1.410
O -26.733 27.983 15.855 0.769 -0.440 -0.494
N -26.002 28.041 13.690 0.149 0.090 0.604
C -24.648 27.660 14.015 0.206 -0.607 -0.954
H -28.429 28.586 13.179 -0.424 -0.150 0.006
H -28.831 28.963 14.917 -0.046 -0.077 -0.225
H -28.703 27.258 14.436 -0.860 0.102 -0.535
H -26.300 28.131 12.729 0.248 0.165 -0.037
H -24.458 26.859 13.300 0.758 -0.144 0.152
H -24.532 27.290 15.034 -0.467 0.086 -0.090
H -23.918 28.455 13.868 -0.091 0.204 -0.090
```
Forces are in eV/Å.

Its gap between HOMO and LUMO (spin up / spin down) is 0.0472 / 0.3088 hartree. The HOMO energy (spin up / spin down) is 0.27 / -6.90 eV. Its spin multiplicity is 2. As for the charge: -1. The largest force on an atom is 5.43 eV Å⁻¹. As for the calculated total energy: -81149.297 eV.